The following is a DFT calculation (ωB97M-V with the def2-TZVPD basis set) of a single C19H15ClN2O4 molecule.

- lowest unoccupied orbital energy (eV) = -0.07
- energy (eV) = -43641.3554
- charge = 0
- HOMO (eV) = -8.757
- Kohn-Sham gap (eV) = 8.7

Geometry (Å):
O -1.83978 -2.40862 -0.94318
C -1.84760 -1.43761 -0.20804
N -0.74405 -1.09098 0.49538
C 0.48707 -1.81594 0.26335
C 1.20116 -1.28470 -0.99427
C 1.48416 0.17698 -0.81517
C 0.59089 1.08504 -1.27193
C 0.72229 2.51127 -1.05440
O -0.08534 3.35775 -1.38860
N 1.87518 2.87230 -0.38410
C 2.82119 2.00923 0.09174
C 3.94150 2.49807 0.76970
C 4.88168 1.62751 1.26921
C 4.72058 0.25423 1.10236
C 3.62499 -0.23912 0.43270
C 2.65045 0.62062 -0.09179
C 0.12058 -3.30452 0.15350
O -0.45616 -3.89302 1.02668
O 0.62292 -3.89142 -0.92938
C -3.03883 -0.57143 -0.01110
C -2.93658 0.80506 0.17347
C -4.07557 1.57435 0.32146
C -5.32090 0.96424 0.29395
Cl -6.74118 1.92287 0.49447
C -5.43985 -0.40396 0.09741
C -4.29782 -1.16331 -0.06461
H -0.75108 -0.30385 1.12087
H 1.12239 -1.70087 1.14819
H 2.10874 -1.85923 -1.16774
H 0.53450 -1.43642 -1.84321
H -0.28510 0.77545 -1.82216
H 2.00726 3.86537 -0.23160
H 4.05600 3.56489 0.89574
H 5.74515 2.00921 1.79212
H 5.46010 -0.42418 1.49876
H 3.51986 -1.30530 0.30985
H 0.31261 -4.80901 -0.97895
H -1.97505 1.29709 0.16346
H -3.99814 2.64233 0.44980
H -6.41543 -0.86271 0.06643
H -4.36278 -2.22764 -0.23038



The following is a DFT calculation (ωB97M-V with the def2-TZVPD basis set) of 2 unconnected molecules or ions with the total composition C5H9FN4 at a distorted geometry.

- lowest unoccupied orbital energy (eV) = 1.00
- energy (eV) = -14006.0317
- charge = 0
- HOMO (eV) = -9.442
- Kohn-Sham gap (eV) = 10.4

Geometry (Å):
C -1.29832 -0.40517 -0.54581
C 2.40445 -1.11507 1.35253
C 2.13359 -0.38598 -1.05636
C -1.57416 2.02267 -0.07121
C 2.14434 -0.22092 0.41975
N -2.15517 -1.40265 -0.25133
N -3.27078 -0.95416 0.37320
N -3.15981 0.28220 0.48706
N -1.98095 0.65114 -0.05537
F 1.80486 1.04320 0.79481
H -2.03625 -2.38425 -0.43962
H 2.35700 -0.86952 2.39737
H 2.67005 -2.11919 1.08253
H 1.12118 -0.20932 -1.42237
H 2.44950 -1.38633 -1.32759
H 2.80085 0.34104 -1.51777
H -1.73016 2.46120 0.91400
H -0.51882 2.06765 -0.33151
H -2.16139 2.58345 -0.80230



The following is a DFT calculation (ωB97M-V with the def2-TZVPD basis set) of a molecular structure, C9H18Cl3FeO3 at a distorted geometry.

- lowest unoccupied orbital energy (alpha / beta) (eV) = 2.76 / 2.06
- multiplicity = 7
- energy (eV) = -87724.1341
- <S²> = 12.0138
- charge = -1
- HOMO (alpha / beta) (eV) = -0.740 / -4.671
- Kohn-Sham gap (alpha / beta) (eV) = 3.5 / 6.7

Geometry (Å):
Fe 0.13388 1.11014 0.46055
Cl -1.02478 1.13126 -1.67898
Cl 0.60268 3.48373 0.58288
Cl 0.97874 0.50685 2.63854
C 2.23752 -0.30148 -2.77612
C 2.71750 0.47592 -1.61073
O 1.93848 0.73222 -0.64948
C 4.19774 0.80298 -1.49821
H 1.21252 -0.63558 -2.61532
H 2.80339 -1.20929 -2.98532
H 2.20212 0.25287 -3.71396
H 4.55646 0.75031 -2.52615
H 4.77298 0.08666 -0.91160
H 4.31961 1.83596 -1.17231
C 0.36655 -3.20126 1.16276
C 0.01953 -2.26001 0.06110
O -0.05829 -1.01430 0.18973
C -0.18101 -2.91933 -1.30607
H -0.43902 -3.90413 1.37523
H 0.57386 -2.62700 2.06572
H 1.24893 -3.80354 0.94648
H 0.74064 -3.36822 -1.67643
H -0.35236 -2.16383 -2.07287
H -0.97486 -3.65669 -1.42519
C -3.50489 1.03126 2.77493
C -2.76403 1.80194 1.68194
O -1.68313 1.41297 1.27249
C -3.34573 3.05277 1.12091
H -3.73844 1.76726 3.54424
H -2.81216 0.30350 3.19755
H -4.38805 0.45288 2.50364
H -2.81339 3.82067 1.68221
H -4.41875 3.11816 1.30105
H -3.12423 3.13433 0.05678



The following is a DFT calculation (ωB97M-V with the def2-TZVPD basis set) of a gas-phase ion, C7H10N3 (charge +1) at a distorted geometry.

- lowest unoccupied orbital energy (eV) = -4.49
- energy (eV) = -11882.1410
- charge = +1
- HOMO (eV) = -14.266
- Kohn-Sham gap (eV) = 9.8

Geometry (Å):
C -1.51782 0.28330 -1.23165
C -0.67957 -0.22176 -0.10126
C -1.32740 0.26629 1.28304
C -0.48869 -1.74410 -0.00619
C 0.81877 -1.95332 -0.09966
N 1.50820 -0.71687 -0.04587
N 2.73765 -0.27636 0.06283
C 2.58295 1.07156 0.10986
C 1.26902 1.41598 -0.05834
N 0.62601 0.25124 -0.13816
H -1.56039 1.39969 -1.30775
H -2.67904 0.02465 -1.28740
H -1.09814 -0.07102 -2.25559
H -0.60584 0.96181 1.66843
H -1.61593 -0.47818 1.99526
H -2.18363 0.98903 1.02448
H -1.22147 -2.51356 0.22544
H 1.42038 -2.85137 0.06083
H 3.36180 1.75973 0.21880
H 0.65315 2.40328 -0.11709



The following is a DFT calculation (ωB97M-V with the def2-TZVPD basis set) of 8 unconnected molecules or ions with the total composition C4H22N2O9 at a distorted geometry.

- lowest unoccupied orbital energy (eV) = 0.34
- energy (eV) = -25913.1601
- charge = 0
- HOMO (eV) = -9.209
- Kohn-Sham gap (eV) = 9.5

Geometry (Å):
C -0.01136 -2.34551 1.59353
N -1.09179 -1.55550 0.92189
C -1.69507 -2.06383 -0.18393
O -2.63894 -1.49046 -0.71328
C -1.68095 -0.40970 1.60646
C -0.67372 0.74278 1.69004
N -0.46683 1.51599 0.60271
O -0.10467 0.95363 2.75925
H 0.31529 -1.61350 2.32949
H 0.47751 -2.94574 0.83481
H -0.50911 -3.13085 2.19304
H -1.14823 -2.85653 -0.72053
H -2.60292 -0.09057 1.14136
H -1.86841 -0.72079 2.63947
H -0.83820 1.19328 -0.28630
H 0.19944 2.27051 0.58393
O 0.72678 3.31511 -1.80035
H 1.27300 2.66558 -2.29846
H 0.29940 3.63176 -2.61756
O 2.35738 -1.28524 0.34742
H 2.12782 -0.64861 1.05728
H 3.32035 -1.32564 0.39824
O 1.43469 -1.80669 -2.22110
H 1.47507 -1.19581 -1.47392
H 1.98587 -2.58753 -2.14953
O 2.53532 0.04920 2.77448
H 3.17288 0.67840 3.12523
H 1.69528 0.52760 2.92024
O -1.35261 0.97973 -2.40589
H -2.31622 0.98069 -2.41059
H -1.03563 0.23523 -2.91828
O 2.15370 1.06060 -2.43384
H 2.28762 0.17087 -2.79913
H 1.43360 1.03533 -1.79341
O -3.31352 1.73049 -0.21921
H -3.08840 1.97155 0.68538
H -2.83439 2.36418 -0.75894



The following is a DFT calculation (ωB97M-V with the def2-TZVPD basis set) of 2 unconnected molecules or ions with the total composition C5H13N at a distorted geometry.

- lowest unoccupied orbital energy (alpha / beta) (eV) = -5.53 / -9.43
- multiplicity = 2
- energy (eV) = -6874.4582
- <S²> = 0.7529
- charge = +1
- HOMO (alpha / beta) (eV) = -12.409 / -12.407
- Kohn-Sham gap (alpha / beta) (eV) = 6.9 / 3.0

Geometry (Å):
C 1.44766 -1.03690 2.19092
C 0.89267 0.26522 1.92944
C 0.94616 1.31004 2.78235
H 2.42682 -1.23879 1.79609
H 1.37937 -1.04586 3.31024
H 0.81828 -1.84134 1.79251
H 0.31970 0.51466 1.07778
H 0.86270 2.34004 2.37689
H 1.27486 1.10813 3.77972
C -0.75139 -1.02085 -1.61440
C -1.56364 0.00814 -2.29970
N -0.52570 1.13035 -2.67366
H -0.09473 -0.63150 -0.87562
H -1.35546 -1.88394 -1.30002
H -0.06713 -1.39082 -2.44208
H -2.13089 -0.26962 -3.22404
H -2.42505 0.36286 -1.61902
H -1.07426 1.83334 -3.27142
H -0.37995 1.48683 -1.71597